Here is a cluster of 3 separate species, C13H20F6N3O4 in total at a distorted geometry from OMol25. Energies are from wB97M-V/def2-TZVPD.

Charge   +1
Frontier orbital gap   9.6 eV
Energy   -42763.67411 eV
HOMO   -12.867 eV

Atoms and positions in Å:
F (1.7041, -3.0288, -2.4637)
H (-2.7089, 3.3738, 0.6661)
O (4.1662, -2.3710, -0.1593)
H (-3.8358, -1.4207, 1.1944)
C (3.6364, -2.3320, -1.2364)
C (-2.8236, -1.3876, 3.1876)
H (6.1019, -2.0122, -3.2707)
H (-1.4391, 3.7888, -1.4533)
O (4.2866, -2.3448, -2.4025)
F (1.7711, -0.9676, -1.8337)
H (5.8454, -4.2351, -1.1839)
C (2.1798, -0.7514, 2.1830)
H (0.4906, 0.9009, 1.4080)
C (-1.8481, 2.8052, -1.2160)
H (-1.1643, -0.7241, 4.5405)
H (-1.0616, 2.1945, -0.7642)
H (-2.1434, 2.3462, -2.1614)
H (0.9228, -0.7770, 3.7724)
F (-6.5314, 3.9185, -3.2912)
H (1.6163, -0.9954, 1.2392)
N (-1.6272, -0.7448, 3.6323)
F (-5.3224, 5.4934, -2.4585)
H (2.5127, -1.7001, 2.6925)
C (-2.9696, -1.0580, 1.7939)
C (0.2423, 0.7431, 2.5045)
N (-1.8625, -0.2496, 1.3733)
F (1.3960, -2.5321, -0.3923)
C (-4.8629, 3.2692, -1.7157)
C (5.7237, -2.4022, -2.3251)
C (-5.8871, 4.3043, -2.1842)
O (-4.0167, 3.8175, -0.8267)
H (0.0645, 1.7625, 2.9714)
C (2.1270, -2.2206, -1.4796)
C (-1.1059, -0.1114, 2.5287)
F (-6.8244, 4.5274, -1.2438)
H (5.7912, -4.4725, -2.9223)
H (3.0572, -0.0661, 2.0033)
H (6.0967, -1.7474, -1.5351)
H (-3.4372, -1.9974, 3.8882)
C (-3.0340, 2.9342, -0.2788)
O (-4.8315, 2.1230, -2.0630)
H (-1.6970, 0.1343, 0.4400)
N (1.2998, -0.0338, 3.1835)
H (-3.4730, 1.9598, -0.0469)
H (7.2824, -3.8827, -2.1582)
C (6.1933, -3.8301, -2.1362)

Atomic partial charges in e from the Mulliken method, atoms 1 to 4:
1. F -0.2495
2. H 0.3250
3. O -0.5005
4. H 0.3820